No. 1
Below is a gas-phase ion, C8H16BrN2O (charge +1) at a distorted geometry, with properties calculated with ωB97M-V/def2-TZVPD.

Atoms and positions in Å:
C (-0.50708, -3.74883, 0.24894)
C (0.04041, -2.49903, -0.31957)
O (1.32914, -2.15346, 0.04813)
C (0.22506, -1.26603, 0.37066)
C (0.37514, 0.03492, -0.21532)
C (1.50315, 0.66789, 0.60551)
Br (3.21429, 0.04456, -0.24479)
N (1.54493, 2.17704, 0.21594)
C (0.27289, 2.91849, 0.33865)
C (-0.72802, 2.23100, -0.54539)
N (-0.86422, 0.83576, -0.12279)
C (-2.06546, 0.09461, -0.40091)
H (0.38544, -4.23395, 0.55812)
H (-1.07507, -4.39171, -0.41480)
H (-1.13418, -3.52797, 1.20113)
H (-0.12278, -2.60416, -1.44599)
H (0.14469, -1.26792, 1.48834)
H (0.78870, -0.04306, -1.16282)
H (1.34624, 0.63873, 1.62973)
H (1.73739, 2.15231, -0.86276)
H (2.46153, 2.48724, 0.73636)
H (0.56379, 4.03212, 0.28591)
H (-0.07919, 2.66277, 1.44320)
H (-1.67918, 2.68944, -0.38002)
H (-0.44749, 2.21765, -1.63298)
H (-2.06929, -0.89548, 0.02829)
H (-2.97701, 0.69748, 0.03662)
H (-2.18380, 0.04957, -1.48737)

Energy relative to the best compared isomer or geometry (same formula, charge and spin)   323.4 kJ/mol
LUMO energy   -3.4 eV
SMILES   C[C@@H]1O[C@H]1[C@@H]1[C@@H](Br)[NH2+]CCN1C
Total charge   +1


No. 2
Below is a molecular structure, C8H16Cl2HoO at a distorted geometry, with properties calculated with ωB97M-V/def2-TZVPD.

Atoms and positions in Å:
Ho (2.39892, -0.26417, 0.63669)
Cl (2.01934, -2.71066, 0.30817)
Cl (2.45023, 1.21462, 2.69048)
C (4.52665, -0.12405, 0.29683)
H (4.82501, 0.97629, 0.29933)
H (4.94128, -0.40974, -0.71829)
C (-0.59709, 1.13661, -0.31968)
C (0.32301, 0.33534, -0.74253)
H (-0.27937, 1.91903, 0.38230)
C (-0.00277, -0.68654, -1.82279)
H (1.39268, 0.77459, -0.80476)
C (-1.32158, -0.45744, -2.56991)
H (0.74167, -0.96198, -2.58122)
H (-0.12003, -1.54426, -1.14195)
C (-2.47202, -0.04235, -1.59025)
H (-1.24454, 0.34379, -3.32940)
H (-1.63149, -1.35927, -3.12468)
C (-2.05748, 1.11090, -0.69069)
H (-3.40383, 0.19608, -2.13264)
H (-2.66772, -0.89687, -0.93490)
H (-2.43333, 2.07801, -1.08539)
H (-2.62340, 1.05576, 0.25226)
C (-0.41122, -0.19076, 3.47837)
O (-0.03701, -0.46405, 2.11609)
H (0.26996, -0.74359, 4.13068)
H (-1.44576, -0.48449, 3.68310)
H (-0.29968, 0.87659, 3.70664)
H (-0.84040, -0.67738, 1.60813)

Energy relative to the best compared isomer or geometry (same formula, charge and spin)   133.4 kJ/mol
Spin multiplicity   5
LUMO energy (spin up / spin down)   2.7 / 2.6 eV
Total charge   -1


No. 3
Below is a molecular structure, C8H16Cl2OTi at a distorted geometry, with properties calculated with ωB97M-V/def2-TZVPD.

Atoms and positions in Å:
Ti (-0.06638, 0.62500, 1.72841)
Cl (-1.36877, 2.35721, 1.41473)
Cl (1.75460, 1.22342, 2.87616)
C (1.77238, -0.44282, 0.33259)
H (2.14751, -1.11867, 1.11005)
H (2.29937, 0.51553, 0.24041)
C (-0.28140, -0.34538, -0.30657)
C (1.10336, -0.97342, -0.84717)
H (-0.81858, -1.11890, 0.28262)
C (1.54675, -0.38489, -2.18228)
H (1.04964, -2.07271, -0.86261)
C (1.10071, 1.08681, -2.33299)
H (2.63765, -0.46606, -2.29647)
H (1.11411, -0.96021, -3.01305)
C (-0.42244, 1.27271, -2.27860)
H (1.55901, 1.69848, -1.54236)
H (1.48326, 1.47226, -3.29306)
C (-1.16137, 0.29150, -1.35105)
H (-0.65437, 2.30102, -1.97279)
H (-0.82030, 1.17012, -3.29855)
H (-2.00301, 0.81694, -0.87088)
H (-1.60193, -0.50757, -1.97264)
C (-1.98546, -0.93968, 3.67624)
O (-0.95958, -0.89106, 2.66936)
H (-2.64143, -0.08069, 3.51747)
H (-1.50126, -0.86312, 4.65324)
H (-2.54135, -1.88037, 3.58879)
H (-0.74072, -1.78545, 2.33101)

Energy relative to the best compared isomer or geometry (same formula, charge and spin)   0.0 kJ/mol
Spin multiplicity   2
LUMO energy (spin up / spin down)   2.7 / 2.6 eV
Total charge   -1


No. 4
Below is 4 unconnected molecules or ions with the total composition C8H16Cl8 at a distorted geometry, with properties calculated with ωB97M-V/def2-TZVPD.

Atoms and positions in Å:
Cl (-5.61433, -0.24114, -1.53222)
C (-4.23185, 0.58364, -0.70914)
C (-4.06507, 2.06008, -0.97706)
Cl (-2.60319, 2.55951, -0.14831)
H (-3.32363, 0.18431, -1.16055)
H (-4.24847, 0.34421, 0.35411)
H (-4.87016, 2.65870, -0.55093)
H (-3.91262, 2.21244, -2.04554)
Cl (1.78502, -4.81627, -2.96588)
C (0.39392, -4.09625, -2.12291)
C (-0.85095, -4.91058, -2.51023)
Cl (-1.34665, -4.81543, -4.21579)
H (0.27206, -3.10694, -2.56394)
H (0.48782, -4.04884, -1.03799)
H (-1.68041, -4.53107, -1.91351)
H (-0.69253, -5.96706, -2.29379)
Cl (-0.60401, -1.79472, 0.05640)
C (0.06943, -0.17991, 0.56430)
C (0.21483, -0.12074, 2.10811)
Cl (-1.24191, -0.51613, 3.07627)
H (-0.56182, 0.60184, 0.14181)
H (0.98622, 0.06361, 0.02737)
H (0.58686, 0.82691, 2.49756)
H (0.78849, -0.96809, 2.48361)
Cl (5.18192, 4.02982, 0.08112)
C (4.82491, 4.05430, 1.91183)
C (3.84874, 2.91861, 2.18541)
Cl (2.17510, 3.19557, 1.61727)
H (4.52527, 5.04493, 2.25384)
H (5.81224, 3.98461, 2.36834)
H (3.71607, 2.81826, 3.26263)
H (4.17870, 1.97183, 1.75784)

Energy relative to the best compared isomer or geometry (same formula, charge and spin)   78.0 kJ/mol
Spin multiplicity   2
LUMO energy (spin up / spin down)   -3.1 / -10.7 eV
Total charge   +1


No. 5
Below is a molecular structure, C8H16Cl8N3O9V at a distorted geometry, with properties calculated with ωB97M-V/def2-TZVPD.

Atoms and positions in Å:
V (-0.29677, -0.04078, 3.68028)
N (1.99642, 2.17071, 2.90534)
O (1.17623, 1.28524, 3.47726)
O (2.63334, 1.80718, 1.94555)
O (2.05052, 3.26816, 3.42307)
N (-0.74846, -0.11549, 1.09465)
O (0.35350, -0.45512, 1.66042)
O (-1.56723, 0.31093, 1.97583)
O (-0.91832, -0.05649, -0.07732)
N (-2.19908, -1.83416, 4.13218)
O (-2.97801, -2.66279, 4.41003)
O (-2.26233, -0.60642, 4.50070)
O (-1.11799, -2.05372, 3.47017)
Cl (2.36167, -1.63703, -3.47585)
C (2.57804, 0.12689, -3.24760)
C (2.74443, 0.42621, -1.78716)
Cl (3.09645, 2.15461, -1.56361)
H (1.74776, 0.65106, -3.70384)
H (3.51324, 0.34503, -3.75510)
H (3.56225, -0.14648, -1.36137)
H (1.84093, 0.19302, -1.22628)
Cl (1.77754, -3.06756, 1.32209)
C (1.56382, -3.43851, -0.42096)
C (2.78493, -4.10558, -0.99177)
Cl (4.24576, -3.12800, -0.86215)
H (1.34873, -2.49156, -0.90981)
H (0.68002, -4.06559, -0.50496)
H (2.61452, -4.27481, -2.05681)
H (2.91573, -5.09162, -0.55114)
Cl (-5.66996, 0.66110, -0.42084)
C (-4.43864, -0.64028, -0.34257)
C (-3.92586, -1.00858, -1.70409)
Cl (-4.98444, -2.20390, -2.50808)
H (-4.97083, -1.46848, 0.12477)
H (-3.71320, -0.36442, 0.41541)
H (-2.94844, -1.49177, -1.68313)
H (-3.76769, -0.15138, -2.35396)
Cl (-0.75112, 3.56917, 1.58126)
C (-0.63900, 3.61928, -0.20233)
C (0.36321, 4.68508, -0.58827)
Cl (0.47666, 4.82273, -2.34893)
H (-1.62433, 3.80858, -0.61763)
H (-0.30438, 2.63689, -0.52607)
H (1.33612, 4.42470, -0.17780)
H (0.06428, 5.63397, -0.14959)

Energy relative to the best compared isomer or geometry (same formula, charge and spin)   0.0 kJ/mol
Spin multiplicity   3
LUMO energy (spin up / spin down)   -3.3 / -2.4 eV


No. 6
Below is a molecular structure, C8H16ClLi2O6 at a distorted geometry, with properties calculated with ωB97M-V/def2-TZVPD.

Atoms and positions in Å:
Li (-2.75781, -0.90109, -0.22149)
Li (-1.73156, 2.22453, 1.76955)
Cl (-1.03255, -0.00759, 0.94638)
O (-1.85683, -1.20939, 1.20376)
O (-0.11377, -0.30638, -0.14752)
O (-1.84679, 1.07556, 0.59194)
O (-0.22663, 0.19518, 2.15939)
C (-0.20888, -2.81841, -0.16675)
C (0.82585, -3.73830, 0.44209)
C (1.80647, -4.05288, -0.68286)
O (1.07867, -3.69407, -1.83455)
C (0.22115, -2.64307, -1.57762)
H (-0.33255, -1.85041, 0.31882)
H (-1.17561, -3.31445, -0.08038)
H (0.26423, -4.60372, 0.79384)
H (1.34460, -3.14159, 1.19239)
H (2.06188, -5.10794, -0.58425)
H (2.79171, -3.58673, -0.69339)
H (-0.59361, -2.57061, -2.29806)
H (0.66292, -1.64922, -1.64979)
C (1.04878, 3.02097, -0.28212)
C (-0.07197, 3.97029, -0.71405)
C (-1.28831, 3.45960, 0.05201)
O (-0.78118, 2.84934, 1.24188)
C (0.58041, 2.44557, 1.07723)
H (2.04688, 3.45891, -0.29236)
H (1.05837, 2.23137, -1.03347)
H (-0.29448, 4.21486, -1.75269)
H (0.28655, 4.89524, -0.26235)
H (-1.73408, 2.73151, -0.62569)
H (-1.94556, 4.31309, 0.21843)
H (0.70241, 1.36707, 0.97691)
H (1.21143, 2.74269, 1.91486)

Energy relative to the best compared isomer or geometry (same formula, charge and spin)   748.5 kJ/mol
LUMO energy   -4.1 eV
Total charge   +1


No. 7
Below is 3 unconnected molecules or ions with the total composition C8H16ClO9S at a distorted geometry, with properties calculated with ωB97M-V/def2-TZVPD.

Atoms and positions in Å:
O (-0.75039, -0.66781, 0.67075)
S (-1.02758, 0.20920, -0.46651)
O (-0.74170, -0.46190, -1.73938)
O (-0.21376, 1.49428, -0.37011)
Cl (-3.08063, 0.63104, -0.43992)
C (0.36505, 2.83227, 2.34482)
C (-0.38510, 4.06660, 1.89705)
O (-1.61191, 4.23270, 2.63309)
C (-1.48559, 4.71828, 3.86328)
O (-0.45837, 5.03996, 4.40662)
O (-2.70963, 4.77360, 4.41613)
C (-2.70773, 5.19158, 5.77728)
H (-0.27799, 1.95383, 2.29034)
H (1.24128, 2.66772, 1.71865)
H (0.69610, 2.92362, 3.38242)
H (-0.66442, 3.95568, 0.84947)
H (0.23174, 4.96513, 1.97526)
H (-2.17727, 6.13592, 5.90110)
H (-2.26324, 4.41750, 6.40455)
H (-3.74428, 5.33296, 6.07968)
C (-0.69596, -3.76187, -2.65394)
C (0.62260, -3.10406, -2.30726)
O (1.71334, -4.04729, -2.39118)
C (2.13755, -4.33318, -3.61701)
O (1.71248, -3.87837, -4.64851)
O (3.12224, -5.24507, -3.51473)
C (3.60608, -5.71132, -4.77003)
H (-0.85574, -4.64982, -2.03700)
H (-1.52055, -3.06624, -2.49853)
H (-0.71348, -4.08945, -3.69558)
H (0.59163, -2.75422, -1.27673)
H (0.81608, -2.23527, -2.93550)
H (3.90238, -4.88249, -5.41302)
H (2.84613, -6.32273, -5.25917)
H (4.48066, -6.33078, -4.57640)

LUMO energy   2.7 eV
Total charge   -1